Entry 1:
54
Properties=species:S:1:pos:R:3:forces:R:3:lowdin_charge:R:1 method="wB97M-V/def2-TZVPD" s2=6.014 orbital_gap_ha="0.2724 / 0.2097" total_charge=+1 de_lowest_kj_mol=52.29 multiplicity=5
O 0.533707 0.195695 -7.117140 -0.1 0.6 -1.6 -0.14
C 0.295829 1.517420 -7.670773 0.1 0.9 0.0 -0.19
C 0.208249 1.050627 -9.121081 0.0 -0.2 0.7 -0.06
H 1.153772 2.170424 -7.466779 -0.4 0.0 0.1 0.12
H -0.650334 1.988768 -7.358282 0.4 -0.2 0.4 0.12
C 0.372727 -0.341324 -8.472659 0.1 -0.6 -0.6 -0.57
H 1.043210 1.398557 -9.726090 -0.1 -0.2 -0.2 0.12
H -0.766158 1.249807 -9.581853 0.4 -0.2 -0.1 0.12
C 1.620213 -1.106402 -8.855841 -0.1 -0.2 0.2 -0.02
H 2.515998 -0.493331 -8.693209 -0.2 -0.1 -0.3 0.09
H 1.530033 -1.455804 -9.892174 0.3 0.1 0.2 0.10
H 1.705122 -1.972921 -8.190000 0.0 0.0 -0.2 0.09
C -0.882676 -1.184062 -8.557986 0.1 -0.1 0.2 -0.02
H -1.757757 -0.609770 -8.217373 0.2 -0.2 -0.2 0.09
H -0.764272 -2.059291 -7.908122 -0.1 0.1 -0.2 0.09
H -1.019438 -1.517270 -9.595586 -0.1 0.1 0.3 0.10
Pt 0.011405 -0.018158 -0.122311 0.0 -0.7 -2.1 1.33
C -1.876919 -0.469445 1.082468 -0.7 0.5 -0.7 -0.14
C -1.685676 0.954217 1.162982 -1.3 0.6 -0.6 -0.13
C -1.799512 1.497639 -0.164712 -1.5 0.1 1.1 -0.15
H -1.535518 1.521809 2.078183 0.1 -0.2 -0.3 0.13
C -2.068733 0.418704 -1.075620 -0.8 -0.5 1.0 -0.12
C -2.090273 -0.807857 -0.311643 -1.4 1.0 0.1 -0.17
H -2.336160 -1.790336 -0.694244 0.1 0.2 0.0 0.12
H -1.921825 -1.147690 1.923681 0.1 0.1 -0.1 0.13
H -1.752354 2.553290 -0.429665 0.1 -0.4 0.1 0.12
H -2.310120 0.527542 -2.128172 0.3 -0.1 0.2 0.11
C 1.137680 -1.751241 1.351569 0.4 0.0 -0.2 -0.07
C 0.246194 -2.339441 0.396211 1.2 -0.8 -0.8 -0.15
C 0.698457 -1.983390 -0.929197 0.7 -0.4 0.8 -0.16
H -0.546690 -3.042946 0.617181 0.1 0.2 0.0 0.12
C 1.843185 -1.089674 -0.771837 0.6 -1.9 1.2 -0.16
C 2.096967 -0.965234 0.648470 0.8 -1.2 -0.7 -0.14
H 2.930246 -0.430581 1.094607 -0.3 0.0 -0.1 0.13
H 1.113685 -1.914097 2.428851 -0.1 0.2 -0.4 0.13
H 0.350411 -2.390937 -1.872758 -0.1 0.2 0.3 0.12
H 2.455770 -0.718288 -1.586162 -0.3 0.2 0.2 0.13
O 1.043504 0.771413 -2.970669 -0.7 0.5 0.2 -0.18
C 0.131035 -0.085312 -3.687143 -0.2 -0.7 0.1 -0.21
C -0.565061 0.763059 -4.745876 -0.4 0.3 0.6 -0.15
H -0.633558 -0.486052 -2.993914 0.5 0.0 -0.2 0.07
H 0.690277 -0.941358 -4.091079 0.0 0.3 0.0 0.13
C 0.361076 1.992492 -4.807513 0.0 -0.4 0.1 -0.16
H -1.556199 1.014230 -4.318664 0.3 0.4 -0.4 0.11
H -0.712788 0.249802 -5.689324 0.0 0.0 0.3 0.09
C 0.691819 2.134506 -3.341582 0.2 0.0 0.3 -0.18
H -0.075658 2.856519 -5.295523 -0.1 0.2 0.2 0.12
H 1.304512 1.747032 -5.312111 -0.3 -0.1 0.0 0.12
H -0.189947 2.495684 -2.770865 0.4 -0.2 -0.1 0.12
H 1.553592 2.770303 -3.117916 -0.1 -0.2 0.0 0.13
C 1.078852 1.624434 0.189242 1.4 2.5 1.0 -0.27
H 1.184013 1.657366 1.282524 0.3 0.5 -0.2 0.02
H 2.059445 1.578460 -0.289938 -0.1 0.0 0.1 0.02
H 0.530939 2.504011 -0.150281 0.2 0.1 0.1 0.01

Entry 2:
106
Properties=species:S:1:pos:R:3:forces:R:3:lowdin_charge:R:1 method="wB97M-V/def2-TZVPD" orbital_gap_ha=0.2530 total_charge=-2
K -1.007444 0.256424 0.599817 0.2 0.2 0.0 0.47
C -0.854406 -6.123613 0.858362 -0.4 0.2 0.8 -0.06
N -1.458023 -4.906135 0.341261 0.4 0.0 -0.5 -0.12
C -2.500419 -4.271360 1.152914 0.0 -0.4 0.2 -0.09
C -1.101077 -4.624389 -0.952826 -0.5 -0.2 1.0 -0.42
O -0.357657 -5.389148 -1.549647 0.4 0.1 -0.5 0.04
C -1.692135 -3.412425 -1.645562 -0.6 0.3 0.0 -0.13
O -0.789448 -2.333005 -1.815871 -0.1 -0.1 0.0 -0.17
C 0.160715 -2.476616 -2.851782 1.3 0.2 0.3 -0.10
C 0.294759 -1.308591 -3.856408 0.0 0.3 -0.4 -0.42
O 1.422718 -1.031441 -4.259580 -0.1 -0.1 0.3 0.02
N -0.801287 -0.671223 -4.337480 -0.5 -0.4 0.7 -0.12
C -0.679562 0.568792 -5.064339 -0.5 -0.1 -1.2 -0.05
C -2.135335 -0.979553 -3.830198 -0.5 0.5 -0.1 -0.04
H -0.940315 -6.086248 1.944454 0.0 -0.1 0.0 0.08
H 0.182061 -6.242471 0.588828 0.3 0.3 -0.2 0.08
H -1.360999 -7.006894 0.493790 -0.3 -0.4 -0.1 0.08
H -3.493627 -4.757981 1.041700 0.5 0.2 -0.1 0.10
H -2.594030 -3.220350 0.933663 -0.2 0.3 -0.2 0.01
H -2.205379 -4.335589 2.208906 -0.1 -0.1 -0.3 0.04
H -2.559040 -2.999849 -1.119804 0.2 -0.1 0.0 0.05
H -2.056267 -3.799753 -2.607282 0.1 0.2 0.0 0.13
H -0.016881 -3.405883 -3.417341 0.2 0.2 0.2 0.14
H 1.192667 -2.479466 -2.378214 -1.1 -0.4 -0.6 0.11
H 0.331413 0.942713 -4.999854 0.1 0.2 0.1 0.08
H -1.418747 1.278009 -4.702903 0.2 0.2 0.4 0.06
H -0.953589 0.442165 -6.140845 0.4 -0.2 0.5 0.10
H -2.441366 -2.001007 -4.039936 0.2 -0.2 0.1 0.08
H -2.880449 -0.357295 -4.347276 0.4 -0.1 0.1 0.10
H -2.210914 -0.759046 -2.765824 -0.2 -0.1 -0.1 0.07
O -1.146929 1.860977 -2.042876 0.4 -1.2 0.2 -0.01
C -1.551413 2.969250 -2.282648 -0.7 0.6 -0.9 -0.28
C -1.413509 4.177590 -1.534939 -0.8 1.5 0.6 -0.12
C -2.123628 5.293910 -2.037943 0.6 -0.1 1.0 0.04
C -2.186412 6.454846 -1.279640 0.3 -0.1 0.1 -0.17
C -1.559102 6.519538 0.011576 -0.5 0.2 -0.7 -0.02
C -0.908676 5.450423 0.540365 -0.3 1.0 -0.1 -0.01
C -0.801251 4.221291 -0.195011 0.1 -0.9 -0.7 -0.40
O -0.223347 3.217825 0.252910 0.2 -0.2 0.5 -0.07
N -2.901507 7.607102 -1.792015 0.3 -1.0 0.2 -0.39
O -3.417088 7.538288 -2.898899 -0.1 0.0 -0.2 0.02
O -2.973561 8.591355 -1.083320 -0.1 0.7 0.3 0.03
H -2.172645 3.152594 -3.207452 0.3 -0.2 0.1 0.12
H -2.634902 5.278898 -2.992053 0.1 -0.2 0.0 0.11
H -1.629193 7.455012 0.558765 0.0 -0.2 -0.1 0.11
H -0.481436 5.573892 1.528818 0.1 -0.4 -0.1 0.11
C 3.177363 -4.055175 1.190386 -0.1 0.1 0.8 -0.36
Sb 2.534064 -2.132454 0.539687 0.6 0.9 -0.2 1.29
C 3.695826 -1.063250 2.041304 -0.5 -0.5 -0.6 -0.30
C 4.097649 -1.932176 -1.065792 0.1 0.5 0.4 -0.32
C 5.400287 -1.264522 -0.695815 -0.7 -0.9 0.4 -0.28
C 6.324874 -2.011406 0.067022 -0.3 0.8 -0.4 -0.08
C 7.487195 -1.440027 0.518382 0.5 0.0 0.4 -0.11
C 7.764046 -0.106940 0.241145 0.1 -0.1 0.2 -0.11
C 6.870819 0.616640 -0.505309 -1.1 0.6 -0.2 -0.06
C 5.647989 0.090884 -0.970302 0.5 -0.5 -0.3 -0.27
C 4.677669 0.953061 -1.724473 -0.2 0.2 0.1 -0.33
Sb 2.897909 1.543127 -0.573159 0.3 0.2 0.2 1.36
C 2.230479 2.628710 -2.260161 -1.0 -0.9 -0.4 -0.33
C 3.828083 3.290051 0.324583 -0.9 -0.4 -0.2 -0.31
H 4.175994 -4.104612 1.601374 0.5 0.1 -0.2 0.00
H 3.014101 -4.825253 0.469595 0.0 -0.5 -0.7 -0.02
H 2.539615 -4.283111 2.033628 -0.4 -0.1 0.3 -0.02
H 4.744485 -1.181458 1.792421 0.1 0.0 0.2 -0.01
H 3.437876 -1.503229 2.994005 0.1 0.0 0.3 -0.01
H 3.395190 -0.027917 2.021000 0.0 0.3 0.1 -0.05
H 3.662249 -1.451667 -1.929327 -0.3 0.1 -0.2 0.02
H 4.215758 -2.975590 -1.305339 0.4 -0.4 -0.2 0.04
H 6.091691 -3.007299 0.390754 -0.2 -0.4 -0.2 0.10
H 8.160513 -2.011372 1.150863 0.0 0.0 -0.1 0.10
H 8.631211 0.384552 0.658681 0.2 -0.1 -0.1 0.09
H 7.009974 1.678703 -0.668977 0.3 0.0 -0.1 0.10
H 4.228225 0.525909 -2.642677 0.5 -0.1 0.5 0.06
H 5.115000 1.927997 -1.976920 0.1 -0.3 0.0 0.05
H 1.295985 3.124108 -2.012350 -0.1 0.1 0.1 -0.03
H 1.982571 1.848996 -3.025841 0.4 0.9 0.3 0.01
H 2.967592 3.362368 -2.547788 0.3 0.0 -0.4 0.00
H 4.580928 3.752530 -0.295913 0.3 -0.1 -0.2 -0.01
H 4.184515 3.028642 1.301765 0.4 0.0 0.5 -0.02
H 2.991321 3.978226 0.435744 0.0 0.1 0.1 -0.01
Cl -0.237863 -2.866784 3.081618 -0.1 -0.2 -0.4 0.63
C 0.669201 -1.715920 4.059460 0.3 -0.9 1.2 -0.74
C 0.868825 -0.458870 3.617770 -0.1 1.3 -0.7 -0.18
C 1.528823 0.382952 4.487624 -0.1 -0.2 0.5 -0.73
Cl 1.676296 2.098019 4.088817 0.1 -0.1 -0.2 0.58
C 2.009013 -0.013307 5.745609 0.1 0.6 -0.5 -0.72
Cl 2.953665 1.054896 6.739217 -0.1 0.0 0.1 0.61
C 1.747959 -1.298971 6.183544 0.1 -0.6 -0.3 -0.72
Cl 2.262784 -1.822435 7.755963 0.0 0.0 -0.1 0.62
C 1.096627 -2.179637 5.315169 -0.4 0.4 0.2 -0.72
Cl 0.649933 -3.731698 5.921644 0.0 -0.5 0.0 0.62
O -9.044493 3.156111 2.248853 0.1 -0.9 0.2 0.06
C -8.878588 1.770151 2.372125 -0.6 0.9 -0.7 -0.45
O -9.802921 1.158955 2.853189 0.6 0.2 0.0 0.08
C -7.650337 1.161838 1.810085 -0.5 -0.2 0.6 -0.18
C -6.571242 1.826959 1.249448 -0.6 0.2 -0.1 -0.06
C -5.490670 1.164451 0.738378 1.3 0.6 -0.6 -0.14
C -5.348911 -0.232959 0.768700 -0.9 -0.6 0.2 -0.73
S -4.059000 -1.069279 -0.071637 -0.2 0.3 0.5 0.48
C -6.442507 -0.901598 1.433892 0.6 0.3 0.0 -0.10
C -7.556830 -0.222797 1.907600 1.1 -0.3 -0.6 -0.04
H -8.310731 3.581866 1.791730 0.2 -0.3 0.0 0.07
H -6.619041 2.885060 1.095851 0.2 0.6 0.1 0.10
H -4.703932 1.791433 0.272624 -0.5 -0.7 0.2 0.11
H -6.385113 -1.971024 1.627188 0.1 0.1 -0.4 0.09
H -8.371320 -0.776071 2.307009 -0.5 -0.3 0.5 0.10

Entry 3:
26
Properties=species:S:1:pos:R:3:forces:R:3:lowdin_charge:R:1 method="wB97M-V/def2-TZVPD" s2=0.750 orbital_gap_ha="0.0947 / 0.3590" total_charge=-1 de_lowest_kj_mol=53.44 multiplicity=2
C -0.314876 0.487398 -0.975784 0.5 -0.5 1.1 -0.24
C -0.241348 -0.433007 -2.176665 -0.3 0.1 -1.9 -0.26
C -2.653336 0.218599 -0.310507 -0.3 1.3 -0.4 -0.12
C 0.244148 -1.022462 1.698183 0.0 -0.7 -0.2 -0.04
C -1.097262 -0.963071 1.031760 -0.3 1.9 0.4 -0.53
O -2.088700 -1.402561 1.594774 0.1 -1.0 0.3 0.00
N -1.268348 -0.104782 -0.018908 -0.4 -0.7 0.5 -0.12
H 0.704266 0.508195 -0.597750 -0.2 -0.1 0.5 0.05
H -0.565023 1.549668 -0.962848 -0.3 -0.1 -1.2 0.10
H 0.454121 -1.233214 -1.998509 0.0 -0.8 0.9 0.02
H 0.196460 -0.157094 -3.144325 -0.1 1.2 0.3 0.02
H -2.711368 1.308804 -0.221508 -0.1 0.2 -0.8 0.08
H 0.216760 -0.435543 2.609171 -0.3 0.2 0.2 0.08
H -1.207949 -0.845524 -2.481197 0.0 -0.1 0.4 0.04
H -2.965185 -0.136188 -1.298669 0.1 0.3 0.0 0.07
H -3.423738 -0.056154 0.399721 0.6 -0.9 0.3 0.07
H 0.387295 -2.057116 2.006132 0.4 0.0 -0.1 0.07
H 1.039983 -0.619879 1.096623 0.3 -0.3 -0.1 0.03
C 3.211648 2.022273 0.209283 0.5 -0.6 -1.1 -0.21
C 3.181623 0.643501 -0.451628 0.4 -1.2 0.4 -0.32
H 3.858926 2.010081 1.087478 -0.4 0.0 0.2 0.05
H 3.691918 2.706182 -0.493116 -0.2 0.3 0.1 0.04
H 2.185384 2.316239 0.407616 0.1 0.4 0.3 0.05
H 2.468762 -0.027762 0.013475 -0.2 0.0 0.3 0.00
H 4.100355 0.062180 -0.303186 0.2 0.5 -0.2 0.04
H 2.927319 0.568966 -1.510630 0.1 0.6 -0.1 0.03